(1)
Formula: C28H77ClN7O11
Source: the Open Molecules 2025 dataset
Level of theory: wB97M-V/def2-TZVPD

Values from the calculation:
Kohn-Sham gap: 8.30 eV
electronic energy: -75750.2129 eV
charge: -1
maximum force: 2.8 eV/A
lowest unoccupied orbital energy: 2.47 eV

CARTESIAN COORDINATES (ANGSTROEM)
Cl -4.2120 -10.9096 -10.4916
O -2.8781 -10.3584 -10.6472
O -4.5202 -11.8630 -11.5202
O -4.2259 -11.6426 -9.2687
O -5.2051 -9.8959 -10.5096
C -2.5971 -10.9089 -14.4079
C -1.6342 -12.0561 -14.0660
C -0.6607 -12.1550 -15.2111
O 0.1301 -13.3449 -15.1042
C 0.5483 -13.8295 -16.3670
N -0.9360 -11.8139 -12.8286
H -3.3656 -10.8430 -13.6333
H -3.1538 -10.9249 -15.3481
H -2.0328 -9.9731 -14.3373
H -2.2374 -12.9683 -14.0363
H 0.0262 -11.3011 -15.3045
H -1.1540 -12.0840 -16.1903
H -0.2871 -14.1461 -17.0056
H 1.1055 -14.7387 -16.1543
H 1.0709 -13.0993 -16.9910
H -0.3700 -10.9625 -12.8632
H -1.6834 -11.3681 -12.2810
C -8.3758 -6.3576 -14.3481
C -7.4992 -6.4968 -15.5953
C -6.6051 -7.7392 -15.4652
O -5.8702 -7.6129 -14.3000
C -5.0094 -8.6724 -13.9435
N -8.4145 -6.5584 -16.7321
H -8.9558 -7.2710 -14.2117
H -9.0591 -5.5261 -14.5399
H -7.8368 -6.1607 -13.4235
H -6.8729 -5.6019 -15.6687
H -5.9285 -7.6492 -16.3294
H -7.2476 -8.6259 -15.5142
H -4.1879 -8.8110 -14.6492
H -5.6166 -9.5844 -14.0505
H -4.7780 -8.5646 -12.8875
H -8.8475 -5.6839 -16.9896
H -8.1108 -6.9671 -17.6056
C -1.8784 -14.7358 -8.7911
C -2.1548 -15.0387 -10.2580
C -3.5760 -15.5627 -10.4550
O -3.7678 -15.9903 -11.7992
C -5.0429 -16.6099 -12.0625
N -1.8864 -13.8164 -11.0145
H -2.4230 -13.9688 -8.2310
H -0.8269 -14.4500 -8.7005
H -2.0210 -15.5727 -8.0943
H -1.4707 -15.8491 -10.5301
H -4.2953 -14.7855 -10.1640
H -3.7837 -16.4370 -9.8241
H -5.7127 -16.3539 -11.2457
H -4.8580 -17.6365 -12.3885
H -5.2474 -16.1168 -13.0211
H -2.7064 -13.7129 -11.6103
H -1.9923 -13.0120 -10.4031
C -5.1501 -15.5650 -6.7345
C -6.5169 -14.8581 -6.6231
C -6.5008 -13.5592 -7.4343
O -7.7110 -12.9022 -7.1003
C -7.7982 -11.6354 -7.7518
N -7.5700 -15.7864 -7.0675
H -5.0380 -15.8233 -7.7924
H -5.0330 -16.4445 -6.1077
H -4.3624 -14.8223 -6.5808
H -6.5476 -14.7126 -5.5357
H -6.5056 -13.8939 -8.4785
H -5.5994 -12.9882 -7.2084
H -7.6858 -11.7623 -8.8320
H -6.9962 -10.9547 -7.4464
H -8.7508 -11.2142 -7.4374
H -8.3216 -15.2222 -7.4503
H -7.9059 -16.2550 -6.2363
C -1.5520 -5.1898 -8.6110
C -1.6343 -6.7151 -8.6751
C -1.7899 -7.3608 -7.2898
O -1.5397 -8.7290 -7.3866
C -1.9325 -9.4812 -6.2571
N -2.7397 -7.1393 -9.5763
H -2.5328 -4.7658 -8.4002
H -1.1479 -4.8470 -9.5648
H -0.8247 -4.8079 -7.8920
H -0.7979 -7.1973 -9.1841
H -2.7715 -7.1291 -6.8590
H -0.9847 -6.9057 -6.6905
H -1.6228 -9.1004 -5.2824
H -1.6645 -10.5313 -6.3587
H -3.0281 -9.5456 -6.2663
H -3.5656 -6.5563 -9.4606
H -3.0522 -8.0564 -9.2643
C -9.6909 -11.0614 -11.2308
C -8.3949 -10.9762 -12.0421
C -8.5212 -11.6243 -13.4327
O -8.5567 -13.0359 -13.3282
C -7.2547 -13.6211 -13.3585
N -8.0948 -9.5628 -12.1325
H -10.5498 -10.6980 -11.7993
H -9.6178 -10.4453 -10.3322
H -9.9422 -12.0825 -10.9334
H -7.6254 -11.5970 -11.5626
H -7.6737 -11.1351 -13.9309
H -9.4306 -11.3518 -13.9701
H -7.3693 -14.6887 -13.5446
H -6.7742 -13.4258 -12.3987
H -6.6743 -13.2297 -14.1983
H -7.2306 -9.3561 -12.6220
H -7.9428 -9.1568 -11.2081
C -6.5378 -7.7593 -7.4379
C -7.8773 -8.0630 -8.1504
C -8.9871 -7.0569 -7.9592
O -8.6408 -5.7491 -8.3493
C -9.7538 -4.8696 -8.3287
N -7.5057 -8.1194 -9.5681
H -6.6727 -7.8600 -6.3543
H -6.1286 -6.7850 -7.7106
H -5.7454 -8.4584 -7.7127
H -8.2036 -9.0359 -7.7800
H -9.4761 -7.0527 -6.9745
H -9.8199 -7.3799 -8.6028
H -9.4993 -3.9191 -8.7875
H -10.0405 -4.7823 -7.2769
H -10.5692 -5.3154 -8.9074
H -7.1049 -7.2105 -9.7728
H -6.7880 -8.8181 -9.7300

***

(2)
Formula: C4H10O
Source: the Open Molecules 2025 dataset
Level of theory: wB97M-V/def2-TZVPD

Values from the calculation:
multiplicity: 2
Kohn-Sham gap (alpha / beta): 8.90 / 5.30 eV
electronic energy: -6346.8558 eV
charge: +1
maximum force: 2.2 eV/A
lowest unoccupied orbital energy (alpha / beta): -5.66 / -9.26 eV

CARTESIAN COORDINATES (ANGSTROEM)
C 1.4765 -1.4783 -1.4417
C 1.6512 0.0296 -1.5115
H 0.8979 -1.8052 -2.2861
H 2.4363 -1.9781 -1.5772
H 1.1236 -1.7647 -0.4577
H 2.1282 0.3296 -0.5676
H 0.7483 0.6234 -1.5727
H 2.4659 0.1832 -2.2157
C -2.0080 0.9934 2.5792
C -2.0664 0.4391 1.2885
O -1.1074 0.6487 0.4289
H -2.7623 0.7263 3.3042
H -1.2378 1.7205 2.8030
H -2.8088 -0.2713 0.9377
H -0.9371 1.6037 0.2888

***

(3)
Formula: C5H10CoO3
Source: the Open Molecules 2025 dataset
Level of theory: wB97M-V/def2-TZVPD

Values from the calculation:
multiplicity: 6
Kohn-Sham gap (alpha / beta): 6.76 / 6.34 eV
electronic energy: -49090.8259 eV
charge: +2
maximum force: 2.6 eV/A
lowest unoccupied orbital energy (alpha / beta): -9.33 / -13.30 eV

CARTESIAN COORDINATES (ANGSTROEM)
O 1.4859 1.6808 -0.9836
C 2.3200 0.7563 -0.5862
C 1.7827 -0.3705 0.2045
O 0.3902 -0.3943 0.0749
C -0.5309 -1.4236 -0.2236
C -1.8805 -0.8862 0.1921
O -1.9733 0.4830 -0.2179
C -3.3021 1.0044 -0.1755
Co -0.2602 1.5023 -0.0070
H 3.4046 0.8928 -0.6601
H 2.1053 -1.3418 -0.2118
H -0.2856 -2.3374 0.3321
H -0.4813 -1.5560 -1.3144
H -2.0125 -0.9375 1.2829
H -2.6769 -1.4726 -0.2854
H -3.2409 2.0690 -0.4200
H -3.9209 0.4908 -0.9223
H -3.7307 0.8489 0.8237
H 1.6411 0.2553 1.4400

***

(4)
Formula: C2H4ClN3
Source: the Open Molecules 2025 dataset
Level of theory: wB97M-V/def2-TZVPD

Values from the calculation:
Kohn-Sham gap (alpha / beta): 6.76 / 6.76 eV
electronic energy: -19125.7042 eV
maximum force: 5.0 eV/A
lowest unoccupied orbital energy (alpha / beta): -1.56 / -1.56 eV

CARTESIAN COORDINATES (ANGSTROEM)
C 1.6775 1.2266 0.0448
C -0.5873 0.5509 0.0126
N 0.5068 0.9706 0.4635
N -1.7629 0.7726 -0.2258
N -0.0390 -1.8129 0.2345
Cl -3.0302 -0.3390 -0.4131
H 2.4160 1.4976 0.7812
H 1.9668 1.1918 -0.9998
H -0.3125 -2.0251 -0.7245
H -0.8352 -2.0330 0.8267

***

(5)
Formula: C35H96F3N6O19S
Source: the Open Molecules 2025 dataset
Level of theory: wB97M-V/def2-TZVPD

Values from the calculation:
Kohn-Sham gap: 8.29 eV
electronic energy: -104675.7735 eV
charge: -1
maximum force: 4.0 eV/A
lowest unoccupied orbital energy: 1.76 eV

CARTESIAN COORDINATES (ANGSTROEM)
C -0.2253 0.8370 -0.0985
F -0.0583 0.4479 1.2066
F -0.6022 2.0679 -0.0654
F 0.9254 0.6915 -0.6855
S -1.6015 -0.2718 -0.9370
O -0.8769 -1.5308 -1.0831
O -2.7093 -0.2867 0.0670
O -1.9527 0.4086 -2.2012
C -3.6277 0.6434 4.9212
C -2.4385 0.4256 5.9042
O -2.1011 1.6590 6.4786
O -3.9670 -0.5675 4.2217
H -3.3181 1.3907 4.1907
H -4.4415 1.0770 5.5024
H -1.6035 0.0055 5.3436
H -2.7117 -0.3381 6.6323
H -1.2110 1.6278 6.8369
H -3.7334 -0.5149 3.2920
C -3.8185 -5.1297 0.7587
C -3.3904 -5.1791 2.2150
O -2.2791 -6.1012 2.4746
O -4.2586 -6.3829 0.3759
H -2.9985 -4.8010 0.1203
H -4.5160 -4.3622 0.4233
H -4.2084 -5.2962 2.9259
H -3.0072 -4.1890 2.4618
H -1.9953 -6.0762 3.3913
H -3.6395 -7.0912 0.5671
C 6.9053 3.2595 1.9678
C 6.7165 1.8629 1.3725
O 6.7469 0.8766 2.4468
O 8.2402 3.4877 2.3965
H 6.1830 3.2950 2.7833
H 6.6343 3.9907 1.2062
H 7.4580 1.6415 0.6049
H 5.7151 1.8183 0.9443
H 7.5814 0.4633 2.2136
H 8.3377 2.8907 3.1420
C -1.3949 3.6530 -6.1331
C -2.2029 4.4622 -5.0629
O -1.7986 5.8343 -5.0483
O -1.6738 4.0445 -7.4593
H -1.5896 2.5836 -6.0520
H -0.3297 3.8363 -5.9919
H -2.1005 3.9714 -4.0951
H -3.2825 4.4843 -5.2117
H -0.8560 5.9083 -5.2150
H -1.3022 3.4188 -8.0854
C -5.9803 3.3933 -0.9204
C -6.7963 4.4015 -1.7570
O -8.1355 4.5584 -1.2157
O -6.5110 2.0967 -1.1598
H -6.2556 3.5835 0.1170
H -4.9199 3.4395 -1.1683
H -6.8595 4.1963 -2.8256
H -6.2860 5.3596 -1.6579
H -8.5629 3.7109 -1.3595
H -5.9550 1.4598 -0.7051
C 5.7922 5.7071 7.8209
C 4.6429 4.8884 7.2309
C 4.0209 5.5723 5.9969
O 3.0952 4.5787 5.5125
C 2.5935 4.9497 4.2368
N 5.2950 3.6146 6.9272
H 6.1811 5.2685 8.7399
H 5.3891 6.6557 8.1756
H 6.6481 5.9202 7.1805
H 3.8660 4.8137 7.9918
H 4.7354 5.9469 5.2640
H 3.5426 6.4889 6.3421
H 1.9035 5.7924 4.2786
H 2.2164 4.1179 3.6419
H 3.4158 5.2482 3.5866
H 4.6851 3.1155 6.2956
H 5.2872 3.0758 7.7814
C 3.3825 -3.1855 4.5988
C 3.9153 -2.3760 5.7654
C 5.3702 -2.8375 6.1046
O 5.3494 -4.1518 6.4830
C 6.5377 -4.7059 6.9601
N 3.9126 -0.9297 5.4977
H 2.3422 -2.8960 4.4501
H 3.5091 -4.2670 4.6481
H 3.9846 -2.9791 3.7139
H 3.2447 -2.3862 6.6247
H 5.7110 -2.1639 6.8909
H 6.0611 -2.6825 5.2760
H 6.8507 -4.2919 7.9186
H 7.3814 -4.7606 6.2721
H 6.2600 -5.7483 7.1162
H 3.1911 -0.5534 4.8994
H 4.7204 -0.8622 4.8951
C 0.9523 -1.6161 -6.5338
C -0.2374 -2.2234 -7.2831
C 0.1413 -3.2011 -8.4373
O 0.9050 -2.4024 -9.2828
C 1.3148 -3.0105 -10.5148
N -1.1833 -2.7079 -6.2508
H 0.6551 -0.8664 -5.8005
H 1.5037 -1.0401 -7.2771
H 1.6073 -2.3681 -6.0939
H -0.7952 -1.3832 -7.6967
H -0.7116 -3.5581 -9.0146
H 0.8405 -3.9342 -8.0352
H 0.4930 -3.5679 -10.9640
H 2.1515 -3.6882 -10.3453
H 1.5800 -2.2108 -11.2065
H -2.1250 -2.7125 -6.6158
H -1.1005 -1.9755 -5.5602
C 3.3515 -6.8878 -1.2177
C 2.7955 -5.5300 -0.8842
C 3.5064 -4.3965 -1.6196
O 4.8179 -4.2362 -1.0856
C 5.4969 -3.1035 -1.5202
N 1.3120 -5.4988 -1.0228
H 3.1754 -7.0686 -2.2781
H 2.8236 -7.6729 -0.6764
H 4.4242 -6.8710 -1.0248
H 3.0483 -5.4296 0.1713
H 2.9754 -3.4498 -1.5202
H 3.5355 -4.5487 -2.6986
H 4.9426 -2.1963 -1.2799
H 5.6009 -3.2156 -2.5994
H 6.4440 -3.0388 -0.9846
H 0.9513 -6.0581 -0.2630
H 0.8311 -4.6206 -0.8903
C -5.5510 -4.9995 -9.1379
C -5.0041 -5.2277 -7.7435
C -5.6446 -4.3674 -6.7054
O -5.4712 -2.8912 -6.9242
C -5.8070 -1.9962 -5.8574
N -5.1768 -6.6923 -7.4509
H -5.0239 -5.5255 -9.9340
H -5.4016 -3.9410 -9.3506
H -6.6001 -5.2751 -9.2451
H -3.9184 -5.1676 -7.6671
H -5.2904 -4.6843 -5.7245
H -6.7331 -4.4146 -6.6709
H -5.5419 -0.9460 -5.9800
H -5.2764 -2.2599 -4.9426
H -6.8810 -2.0210 -5.6732
H -6.1508 -6.9178 -7.3069
H -5.0288 -7.2492 -8.2804
C -1.9740 7.3060 5.4158
C -3.2943 6.7725 4.7733
C -3.0203 6.4276 3.2676
O -2.2545 7.3818 2.5520
C -1.8072 6.7531 1.3217
N -3.6976 5.6406 5.5979
H -1.6010 8.1744 4.8727
H -1.2272 6.5232 5.5484
H -2.2333 7.6834 6.4050
H -4.0647 7.5413 4.8324
H -3.9844 6.2532 2.7898
H -2.4159 5.5208 3.2447
H -2.5778 6.2595 0.7295
H -1.0899 5.9692 1.5646
H -1.2626 7.4274 0.6609
H -2.9319 4.9860 5.6711
H -4.4801 5.1228 5.2243

***

(6)
Formula: C22H58Cl8O15
Source: the Open Molecules 2025 dataset
Level of theory: wB97M-V/def2-TZVPD

Values from the calculation:
Kohn-Sham gap: 10.03 eV
electronic energy: -154643.6942 eV
SMILES string: C1CCOC1.ClCCl.ClCCl.ClCCl.ClCCl.OCCO.OCCO.OCCO.OCCO.OCCO.OCCO.OCCO
maximum force: 1.4 eV/A
lowest unoccupied orbital energy: 0.32 eV

CARTESIAN COORDINATES (ANGSTROEM)
C 12.9411 -6.6326 0.7881
C 12.5667 -5.6660 1.8920
C 12.5311 -4.3506 1.1206
O 13.6471 -4.4712 0.2276
C 13.9801 -5.8592 0.0055
H 12.0816 -6.8250 0.1376
H 13.2618 -7.6339 1.0813
H 13.3436 -5.6108 2.6604
H 11.6103 -5.9082 2.3588
H 12.7214 -3.4793 1.7458
H 11.5387 -4.2182 0.6811
H 14.9918 -6.0125 0.3907
H 13.9507 -6.0211 -1.0700
Cl 9.2836 -5.5633 0.0290
C 8.5858 -5.4923 1.6652
Cl 8.1768 -7.1047 2.2975
H 9.2541 -4.9685 2.3381
H 7.6511 -4.9542 1.5704
Cl 14.7336 -2.7184 3.4502
C 15.9084 -3.4652 2.3446
Cl 17.5757 -3.2293 2.8670
H 15.6690 -4.5102 2.2052
H 15.7951 -2.9312 1.4091
Cl 15.5435 0.2711 0.9373
C 15.0192 0.9200 2.4974
Cl 16.0462 2.2866 2.9801
H 13.9998 1.2756 2.4240
H 15.1241 0.1498 3.2503
Cl 8.3777 -4.5170 5.7049
C 7.6799 -2.9583 6.1701
Cl 8.8088 -2.1906 7.3256
H 7.6220 -2.3697 5.2646
H 6.7388 -3.1012 6.6797
O 7.2792 1.5785 6.6000
C 8.6486 1.1941 6.7644
C 9.6016 2.1918 6.1177
O 9.3801 2.2139 4.7160
H 6.9861 2.1573 7.3063
H 8.8627 1.0445 7.8232
H 8.7865 0.2524 6.2287
H 10.6126 1.8734 6.3614
H 9.4383 3.1928 6.5267
H 8.4549 2.4827 4.6241
O 10.1875 -2.5090 3.1352
C 11.0730 -2.6609 4.2393
C 11.3821 -1.3669 4.9495
O 12.2043 -0.4593 4.2403
H 10.6018 -1.9251 2.4734
H 10.6580 -3.3515 4.9717
H 11.9975 -3.1197 3.8628
H 11.9685 -1.6275 5.8458
H 10.5101 -0.8806 5.4039
H 11.6467 0.0309 3.5852
O 15.0470 -1.5349 8.2212
C 15.3660 -1.6002 6.8450
C 15.5688 -0.2472 6.1969
O 14.3546 0.4033 5.8879
H 14.2681 -2.1049 8.3657
H 16.3136 -2.1523 6.7330
H 14.6733 -2.2691 6.3170
H 16.2739 -0.4192 5.3674
H 16.1432 0.3999 6.8630
H 13.8007 -0.2614 5.4467
O 10.6449 0.6484 2.3173
C 10.7295 0.5807 0.9007
C 11.7402 -0.4943 0.5629
O 11.1870 -1.7929 0.8041
H 10.0504 1.3686 2.5847
H 9.7700 0.2658 0.4763
H 11.0789 1.5379 0.5023
H 12.5930 -0.3667 1.2494
H 12.1064 -0.4109 -0.4627
H 11.3951 -2.3967 0.0904
O 12.8510 1.1767 10.2043
C 13.2970 0.2390 9.2386
C 12.2747 0.0059 8.1430
O 11.9003 1.2228 7.5125
H 13.5662 1.3558 10.8164
H 14.2254 0.6365 8.8160
H 13.5419 -0.7237 9.7047
H 11.3828 -0.5037 8.5171
H 12.7246 -0.6802 7.4109
H 12.6699 1.5517 7.0312
O 11.3364 -5.6944 9.2031
C 12.3291 -5.5742 8.1883
C 12.2700 -4.2360 7.4800
O 12.7989 -3.2017 8.3226
H 11.6123 -5.1644 9.9592
H 13.3181 -5.7464 8.6222
H 12.1402 -6.4153 7.5200
H 11.2207 -4.0388 7.2317
H 12.8385 -4.1894 6.5526
H 12.1880 -3.0782 9.0589
O 6.3625 -0.5164 4.8573
C 6.4494 -0.1205 3.4994
C 7.6976 -0.6228 2.8037
O 7.5880 -2.0020 2.4254
H 6.7933 0.1178 5.4596
H 5.5412 -0.4328 2.9833
H 6.4674 0.9780 3.4446
H 8.5473 -0.5246 3.4901
H 7.9533 -0.0389 1.9095
H 8.4284 -2.4123 2.6965

***

(7)
Formula: C15H25NO6
Source: the Open Molecules 2025 dataset
Level of theory: wB97M-V/def2-TZVPD

Values from the calculation:
Kohn-Sham gap (alpha / beta): 7.98 / 7.94 eV
electronic energy: -29723.5676 eV
maximum force: 4.1 eV/A
lowest unoccupied orbital energy (alpha / beta): -0.60 / -1.73 eV

CARTESIAN COORDINATES (ANGSTROEM)
N -1.7898 -0.0913 1.0201
O -1.7133 1.0644 1.4753
O -2.6684 -0.9486 1.6890
O -1.1753 -0.5751 0.0768
C -5.5316 2.3209 6.7712
C -4.6367 2.2371 5.5420
C -5.4408 1.8883 4.2655
C -5.0808 0.3918 4.4451
C -3.9594 0.8425 5.4688
C -2.5379 0.8799 4.9827
C -1.8870 -0.4337 4.6234
C -2.1358 -1.6818 5.4760
C -3.0195 -2.7691 4.7265
C -4.5252 -2.5602 4.6962
C -5.1029 -1.9060 3.4427
C -4.7554 -0.4768 3.3052
C -4.3291 -0.0282 2.0650
O -2.3293 -3.0316 3.4523
O -3.0471 -2.8226 2.2940
C -0.7968 -2.3776 5.7269
O -2.7127 -1.2466 6.7021
C -3.7303 3.4505 5.4406
H -4.9151 2.3646 7.6801
H -6.1403 3.2344 6.7318
H -6.2034 1.4565 6.8503
H -6.5176 2.0906 4.3301
H -5.0077 2.3219 3.3573
H -5.8524 -0.1345 5.0345
H -4.0256 0.2837 6.4100
H -2.4570 1.5181 4.0876
H -1.9323 1.3567 5.7714
H -2.1092 -0.6651 3.5741
H -0.7984 -0.2690 4.6309
H -2.8435 -3.7020 5.2888
H -4.9689 -3.5594 4.7791
H -4.8219 -2.0134 5.6031
H -4.6222 -2.4415 2.6119
H -6.1987 -2.0290 3.4361
H -4.7186 -0.5165 1.1740
H -3.8850 0.9472 1.9286
H -0.3585 -2.6791 4.7679
H -0.1053 -1.6938 6.2307
H -0.9229 -3.2697 6.3524
H -2.8241 -1.9961 7.3098
H -3.1623 3.4744 4.5042
H -4.3403 4.3608 5.4922
H -3.0324 3.4657 6.2871